(1)
{
  "formula": "C30H59F12N7O4P2",
  "method": "wB97M-V/def2-TZVPD",
  "e_homo_ev": -7.85,
  "smiles": "CCOCCCCC[C@@H]1CC(=O)N[C@@]1(CCC(F)(F)C(F)(F)C(F)(F)C(F)(F)F)C(F)(F)F.CN(C)P(=O)(N(C)C)N(C)C.CN(C)P(=O)(N(C)C)N(C)C",
  "elements": ["C", "C", "O", "C", "C", "C", "C", "C", "C", "C", "C", "O", "N", "C", "C", "C", "C", "F", "F", "C", "F", "F", "C", "F", "F", "C", "F", "F", "F", "C", "F", "F", "F", "H", "H", "H", "H", "H", "H", "H", "H", "H", "H", "H", "H", "H", "H", "H", "H", "H", "H", "H", "H", "H", "H", "H", "C", "N", "C", "P", "O", "N", "C", "C", "N", "C", "C", "H", "H", "H", "H", "H", "H", "H", "H", "H", "H", "H", "H", "H", "H", "H", "H", "H", "H", "C", "N", "C", "P", "O", "N", "C", "C", "N", "C", "C", "H", "H", "H", "H", "H", "H", "H", "H", "H", "H", "H", "H", "H", "H", "H", "H", "H", "H"],
  "coordinates": [[-2.027, -7.727, 2.670], [-0.976, -6.504, 3.104], [-0.196, -6.033, 1.949], [0.674, -4.882, 2.311], [0.556, -3.675, 1.169], [0.433, -2.164, 1.860], [-0.705, -1.290, 1.072], [-1.781, -0.511, 2.029], [-2.360, -1.378, 3.289], [-2.664, -2.981, 3.135], [-2.999, -3.287, 4.744], [-2.560, -4.265, 5.540], [-3.908, -2.086, 5.043], [-3.683, -0.874, 4.116], [-4.885, -0.475, 3.070], [-6.397, -0.529, 3.701], [-7.579, -0.477, 2.520], [-8.286, 0.848, 2.678], [-6.989, -0.429, 1.136], [-8.728, -1.635, 2.700], [-9.925, -1.202, 1.896], [-9.164, -1.604, 4.120], [-8.314, -3.118, 2.138], [-6.857, -3.279, 1.842], [-9.026, -3.305, 0.823], [-8.736, -4.373, 3.105], [-8.638, -5.636, 2.281], [-7.722, -4.556, 4.210], [-10.131, -4.333, 3.610], [-3.441, 0.316, 5.266], [-4.350, 1.475, 5.107], [-2.057, 0.841, 5.283], [-3.717, -0.272, 6.618], [-2.417, -7.597, 1.552], [-2.989, -7.699, 3.355], [-1.551, -8.792, 2.805], [-0.323, -6.910, 4.002], [-1.655, -5.639, 3.510], [0.433, -4.502, 3.405], [1.782, -5.265, 2.255], [-0.477, -3.873, 0.617], [1.434, -3.703, 0.394], [0.247, -2.320, 3.004], [1.489, -1.651, 1.755], [-1.299, -1.888, 0.242], [-0.116, -0.440, 0.475], [-1.376, 0.549, 2.401], [-2.712, -0.242, 1.332], [-1.511, -1.376, 4.125], [-3.766, -3.045, 2.682], [-1.837, -3.652, 2.618], [-4.835, -2.557, 4.962], [-4.740, -1.164, 2.117], [-4.640, 0.629, 2.691], [-6.622, -1.454, 4.382], [-6.569, 0.430, 4.367], [-2.307, 2.709, -3.136], [-1.059, 3.080, -2.518], [-1.276, 3.566, -1.156], [0.478, 2.449, -2.832], [0.254, 1.202, -1.942], [0.596, 1.562, -4.288], [-0.269, 1.655, -5.447], [1.082, 0.179, -4.184], [0.735, 3.882, -3.857], [2.048, 4.455, -3.533], [-0.193, 4.973, -4.133], [-3.015, 3.535, -3.083], [-2.761, 1.837, -2.656], [-2.221, 2.502, -4.201], [-0.687, 4.478, -0.990], [-0.971, 2.826, -0.408], [-2.320, 3.823, -0.954], [-1.183, 1.066, -5.319], [0.238, 1.271, -6.343], [-0.542, 2.681, -5.702], [0.284, -0.499, -3.865], [1.913, 0.107, -3.477], [1.473, -0.182, -5.146], [2.023, 4.967, -2.565], [2.385, 5.161, -4.301], [2.805, 3.665, -3.480], [-0.454, 5.542, -3.234], [-1.108, 4.621, -4.617], [0.245, 5.680, -4.849], [6.892, 2.634, -4.294], [6.773, 3.344, -3.047], [6.449, 4.752, -3.275], [6.307, 2.723, -1.544], [4.797, 2.787, -1.878], [6.355, 1.019, -1.436], [7.130, 0.107, -2.255], [5.109, 0.344, -1.044], [8.044, 2.649, -1.161], [8.250, 3.224, 0.175], [9.173, 3.024, -2.007], [7.603, 3.137, -4.949], [5.935, 2.562, -4.820], [7.296, 1.629, -4.187], [7.076, 5.385, -2.635], [5.401, 4.969, -3.044], [6.629, 5.070, -4.307], [6.634, -0.101, -3.208], [7.263, -0.857, -1.744], [8.145, 0.458, -2.452], [4.428, 0.246, -1.895], [4.603, 0.889, -0.243], [5.306, -0.661, -0.646], [8.149, 4.314, 0.152], [9.235, 2.965, 0.582], [7.507, 2.829, 0.878], [9.174, 4.089, -2.259], [9.210, 2.434, -2.926], [10.122, 2.808, -1.500]]
}



(2)
{
  "formula": "F2HPS",
  "method": "wB97M-V/def2-TZVPD",
  "relative_energy_kj_mol": 143.7,
  "e_homo_ev": -10.38,
  "elements": ["F", "F", "P", "S", "H"],
  "coordinates": [[1.128, 1.219, 1.835], [1.725, 1.797, -0.340], [1.653, 0.402, 0.470], [3.125, -0.866, 0.507], [-0.023, -0.357, 0.240]]
}



(3)
{
  "formula": "C8H13NO5S",
  "method": "wB97M-V/def2-TZVPD",
  "relative_energy_kj_mol": 255.4,
  "e_homo_ev": [-8.19, -9.74],
  "elements": ["C", "C", "C", "C", "C", "C", "C", "C", "N", "O", "O", "O", "O", "O", "S", "H", "H", "H", "H", "H", "H", "H", "H", "H", "H", "H", "H", "H"],
  "coordinates": [[-3.682, -0.758, -0.246], [1.906, -0.604, -0.015], [0.453, -0.464, -0.434], [-2.943, 0.424, 0.065], [-0.128, 1.016, -0.063], [0.799, 1.921, -0.690], [-0.263, 1.338, 1.354], [3.828, -1.762, -0.582], [-0.066, -1.568, 0.243], [-4.513, -1.158, 0.621], [-3.484, -1.379, -1.417], [2.347, -0.326, 1.079], [-3.211, 0.930, 1.275], [2.525, -1.300, -0.948], [-1.748, 1.087, -0.971], [0.307, -0.548, -1.504], [0.311, 2.908, -0.828], [1.159, 1.455, -1.664], [1.799, 2.011, -0.074], [0.663, 1.108, 1.706], [-1.104, 0.861, 2.022], [-0.534, 2.343, 1.489], [3.905, -1.443, 0.441], [4.708, -1.430, -1.145], [3.784, -2.840, -0.582], [-2.892, -0.878, -2.036], [0.024, -1.317, 1.246], [-3.950, 0.374, 1.658]]
}



(4)
{
  "formula": "C29H20F11NO4P2S4W",
  "method": "wB97M-V/def2-TZVPD",
  "relative_energy_kj_mol": 0.0,
  "total_charge": 2,
  "e_homo_ev": -14.95,
  "elements": ["W", "S", "P", "C", "P", "S", "C", "C", "C", "C", "C", "C", "C", "C", "C", "C", "C", "C", "C", "C", "C", "C", "C", "C", "C", "C", "C", "C", "C", "C", "H", "H", "H", "H", "H", "H", "H", "H", "H", "H", "H", "H", "H", "H", "H", "H", "H", "H", "H", "H", "F", "C", "F", "F", "S", "O", "O", "N", "S", "O", "O", "C", "F", "F", "F", "F", "C", "F", "C", "F", "F", "F"],
  "coordinates": [[-1.299, 1.967, 0.314], [-1.189, 0.631, 2.310], [0.209, -0.339, 1.142], [-0.392, 0.379, -0.375], [-0.706, -0.653, -1.776], [-1.790, 0.597, -2.984], [-1.774, -2.019, -1.364], [-1.347, -3.339, -1.520], [-2.221, -4.375, -1.230], [-3.503, -4.096, -0.779], [-3.925, -2.782, -0.612], [-3.067, -1.740, -0.909], [0.735, -1.241, -2.631], [2.022, -1.037, -2.144], [3.112, -1.501, -2.865], [2.913, -2.156, -4.070], [1.629, -2.357, -4.563], [0.535, -1.905, -3.847], [0.053, -2.100, 1.346], [-1.103, -2.676, 1.870], [-1.153, -4.050, 2.040], [-0.069, -4.837, 1.678], [1.078, -4.262, 1.142], [1.149, -2.890, 0.979], [1.879, 0.132, 1.539], [2.636, 0.970, 0.719], [3.927, 1.305, 1.090], [4.454, 0.822, 2.281], [3.695, 0.003, 3.109], [2.408, -0.348, 2.741], [-0.348, -3.559, -1.875], [-1.902, -5.399, -1.365], [-4.186, -4.908, -0.567], [-4.930, -2.572, -0.274], [-3.414, -0.713, -0.813], [2.182, -0.513, -1.213], [4.115, -1.344, -2.490], [3.764, -2.511, -4.635], [1.481, -2.862, -5.507], [-0.464, -2.069, -4.235], [-1.951, -2.065, 2.150], [-2.038, -4.506, 2.463], [-0.112, -5.908, 1.825], [1.922, -4.880, 0.871], [2.053, -2.440, 0.591], [2.223, 1.365, -0.201], [4.518, 1.952, 0.455], [5.461, 1.089, 2.569], [4.109, -0.368, 4.036], [1.826, -1.000, 3.382], [3.171, 3.993, 2.595], [1.873, 4.137, 2.745], [1.366, 3.108, 3.403], [1.592, 5.259, 3.359], [1.108, 4.175, 1.016], [0.367, 2.835, 0.994], [2.132, 4.239, 0.044], [0.100, 5.341, 1.082], [-1.382, 5.304, 0.590], [-1.660, 3.964, -0.030], [-1.804, 6.414, -0.157], [-2.358, 5.145, 2.157], [-3.635, 5.120, 1.865], [-1.999, 3.963, 2.695], [-2.065, 6.114, 2.982], [-3.118, 1.902, 0.536], [-1.849, 2.029, -1.884], [-0.860, 2.920, -2.283], [-3.238, 2.660, -2.266], [-3.459, 3.854, -1.730], [-4.219, 1.834, -1.908], [-3.270, 2.796, -3.600]]
}



(5)
{
  "formula": "C4H9S",
  "method": "wB97M-V/def2-TZVPD",
  "relative_energy_kj_mol": 116.8,
  "total_charge": -1,
  "e_homo_ev": -2.22,
  "elements": ["C", "S", "H", "H", "H", "C", "C", "C", "H", "H", "H", "H", "H", "H"],
  "coordinates": [[-2.949, -0.236, 0.270], [-1.767, 1.170, 0.456], [-3.526, -0.396, 1.196], [-3.669, -0.084, -0.554], [-2.517, -1.233, 0.024], [0.866, -0.793, -0.139], [2.052, 0.063, -0.010], [2.230, 1.413, -0.217], [-0.089, -0.375, 0.254], [0.646, -1.250, -1.121], [1.054, -1.633, 0.567], [2.970, -0.534, -0.067], [3.257, 1.833, -0.333], [1.441, 2.055, -0.326]]
}



(6)
{
  "formula": "C4H10O2",
  "method": "wB97M-V/def2-TZVPD",
  "relative_energy_kj_mol": 527.6,
  "e_homo_ev": -9.78,
  "elements": ["C", "C", "C", "C", "H", "H", "H", "H", "H", "H", "H", "H", "O", "H", "H", "O"],
  "coordinates": [[0.829, 2.047, 0.573], [0.824, 0.940, -0.183], [0.996, -0.281, 0.535], [0.720, -1.611, 0.265], [0.975, 2.022, 1.660], [1.007, 3.061, 0.236], [1.457, 0.916, -1.740], [1.235, -0.156, 1.591], [1.165, -2.299, 1.042], [0.967, -1.915, -0.749], [-1.624, 0.006, -1.085], [-0.861, 1.139, -1.460], [-1.752, 0.776, -1.651], [-2.660, -1.937, 0.118], [-1.167, -1.509, 0.428], [-2.111, -1.198, 0.419]]
}



| no. | largest force on an atom (eV/A) |
| --- | --- |
| 1 | 8.8 |
| 2 | 3.9 |
| 3 | 4.5 |
| 4 | 0.3 |
| 5 | 4.1 |
| 6 | 4.8 |